This record from OMol25 describes a molecular structure, C7H9N2O5RuS. The level of theory is ωB97M-V/def2-TZVPD.

## Properties
E_LUMO (alpha / beta) = -2.8 / -2.3 eV
frontier orbital gap (alpha / beta) = 0.239 / 0.260 Ha
expectation value of S² = 0.7836
relative energy (zero: lowest compared OMol25 entry of this formula, charge and spin) = 39.4 kcal per mole
spin multiplicity = 2

Geometry as XYZ:
```
25
C7H9N2O5RuS | OMol25 | ωB97M-V/def2-TZVPD
Ru 0.1468 0.4931 0.2220
S 4.7892 -0.1927 0.0936
O -3.8821 1.3115 -0.0705
O 0.2574 -0.6156 2.0615
O -0.7371 -2.1445 3.3690
O 0.0021 -0.2558 -2.2048
O -1.6536 1.4213 0.0987
N 2.0837 0.3144 -0.2191
N -1.4670 -1.2834 0.0848
C 3.2483 0.1114 -0.0689
C -1.0163 -2.3190 1.0037
C -2.7027 -0.6552 0.5583
C -2.8014 0.8220 0.1375
C -1.5626 -1.7379 -1.3095
C -0.2243 -1.6454 -2.0018
C -0.4659 -1.6469 2.3023
H -0.1986 -2.8909 0.5633
H 0.5663 -2.0741 -1.3779
H -0.2574 -2.1717 -2.9579
H -2.2503 -1.0794 -1.8422
H -1.8218 -2.9941 1.2984
H 0.8447 -0.1238 -2.6542
H -1.9441 -2.7611 -1.3532
H -3.5915 -1.1832 0.2114
H -2.7049 -0.6537 1.6499
```

Mulliken atomic charge list, values in e, 2 entries:
1. Ru 1.243
2. S -0.342

=====

This record from OMol25 describes 2 unconnected molecules or ions with the total composition C7H9N2OP. The level of theory is ωB97M-V/def2-TZVPD.

## Properties
E_LUMO = -0.6 eV
frontier orbital gap = 0.313 Ha
SMILES string = O=Pn1ccnc1.C=CC=C
relative energy (zero: lowest compared OMol25 entry of this formula, charge and spin) = 13.1 kcal per mole

Geometry as XYZ:
```
20
C7H9N2OP | OMol25 | ωB97M-V/def2-TZVPD
P 1.7135 -0.2522 -1.8937
O 1.9866 0.9614 -2.6395
N -0.0142 -0.3410 -1.7535
N -2.1197 0.3291 -1.6155
C -0.6831 0.5153 2.6154
C -2.0509 -0.9965 -1.2788
C 0.1128 -0.3917 2.0565
C 1.3730 -0.1225 1.3800
C -0.7649 -1.4224 -1.3442
C 1.6681 0.9541 0.6485
C -0.9110 0.6883 -1.8928
H 0.9572 1.7541 0.5039
H -0.3169 -2.3776 -1.1617
H 2.1137 -0.9045 1.4829
H -1.5939 0.2279 3.1127
H -0.1393 -1.4413 2.1360
H 2.6617 1.1234 0.2615
H -0.6051 1.6707 -2.1919
H -2.9388 -1.5416 -1.0263
H -0.4487 1.5671 2.6004
```

Mulliken atomic charge list, values in e, 2 entries:
1. P 0.246
2. O -0.462

=====

This record from OMol25 describes a single C7H9NO3 molecule. The level of theory is ωB97M-V/def2-TZVPD.

## Properties
E_LUMO = 0.4 eV
frontier orbital gap = 0.372 Ha
SMILES string = O=C1OCC=C1CC/C=N\O
relative energy (zero: lowest compared OMol25 entry of this formula, charge and spin) = 73.0 kcal per mole

Geometry as XYZ:
```
20
C7H9NO3 | OMol25 | ωB97M-V/def2-TZVPD
O 0.8417 1.5825 -1.4665
O -2.3238 0.4332 -0.5207
O -1.6291 -1.5745 -1.0020
N 0.6857 0.3346 -1.8770
C 1.2047 -0.6822 -1.3947
C -2.0440 1.4160 0.4743
C 0.6400 -1.1143 0.9751
C -0.4837 -0.1711 0.6434
C -0.8506 0.9707 1.2244
C -1.4457 -0.5695 -0.3728
C 1.7747 -0.9815 -0.1044
H -0.4979 1.3770 2.0561
H 0.4862 -2.1986 0.9231
H 2.5193 -1.8595 -0.1239
H 1.1461 1.6668 -0.5130
H 2.4741 -0.1980 0.2503
H 1.0083 -1.6007 -1.9522
H 1.1254 -0.8490 1.9280
H -2.9227 1.6476 0.9601
H -1.7087 2.3705 -0.1076
```

Mulliken atomic charge list, values in e, 2 entries:
1. O -0.298
2. O -0.352

=====

This record from OMol25 describes a molecular structure, C7H9NO4SSn. The level of theory is ωB97M-V/def2-TZVPD.

## Properties
E_LUMO = -12.6 eV
net charge = +2
frontier orbital gap = 0.074 Ha

Geometry as XYZ:
```
23
C7H9NO4SSn | OMol25 | ωB97M-V/def2-TZVPD
Sn 3.1568 3.9051 -1.7210
S 1.0117 -1.6943 1.4307
O 1.9466 -2.7640 1.4874
O -0.3554 -2.3581 0.8733
O 3.5018 1.8334 -0.7931
O 1.3591 -0.8718 -0.0390
N -2.8919 0.1746 1.5041
C -3.3814 0.3076 0.2759
C -1.9232 -0.7065 1.6907
C -2.9191 -0.4227 -0.8188
C -1.3882 -1.4519 0.6411
C 2.3131 0.9449 -1.1343
C -1.8860 -1.3144 -0.6351
C 1.5770 0.5042 0.1215
H -3.3700 -0.2891 -1.7901
H -1.4857 -1.9002 -1.4494
H 2.2178 0.7246 0.9854
H 0.6419 1.0620 0.2372
H 3.1811 2.5507 -0.2183
H -1.5547 -0.8525 2.6996
H 2.7681 0.1122 -1.6622
H 1.6654 1.4839 -1.8389
H -4.1848 1.0222 0.1533
```

Mulliken atomic charge list, values in e, 2 entries:
1. Sn 1.461
2. S 0.712

=====

This record from OMol25 describes a single C7H9NS molecule. The level of theory is ωB97M-V/def2-TZVPD.

## Properties
E_LUMO = 0.9 eV
frontier orbital gap = 0.345 Ha
SMILES string = N[C@@H]1C[C@H]1c1ccsc1
relative energy (zero: lowest compared OMol25 entry of this formula, charge and spin) = 95.8 kcal per mole

Geometry as XYZ:
```
18
C7H9NS | OMol25 | ωB97M-V/def2-TZVPD
S 3.1212 -1.0362 0.0419
N -2.7364 -0.8084 -0.7085
C 1.4381 -1.0978 0.0104
C 1.9074 1.1916 -0.3397
C 0.8489 0.1050 -0.2090
C -0.5689 0.3752 -0.2317
C 3.2221 0.6456 -0.2021
C -1.4040 0.5132 0.9967
C -1.5333 -0.6733 0.0099
H 1.8896 2.1148 -0.3891
H -3.4927 -1.3671 -0.1144
H -0.8481 0.2314 2.0578
H -1.0454 1.0069 -1.0970
H 1.1822 -1.9499 0.1232
H 4.2042 1.0896 -0.3206
H -3.0910 0.2468 -0.9633
H -0.9963 -1.7858 0.3972
H -2.0976 1.1985 0.9383
```

Mulliken atomic charge list, values in e, 2 entries:
1. S -0.118
2. N -0.604